[1]
C30H54O30 | ωB97M-V with the def2-TZVPD basis set

Results
Gap between HOMO and LUMO, eV: 10.28
Highest occupied orbital energy, eV: -10.474
E_LUMO, hartree: -0.007
Charge: 0
SMILES: COC(=O)OC.COC(=O)OC.COC(=O)OC.COC(=O)OC.COC(=O)OC.COC(=O)OC.COC(=O)OC.O=C1OCCO1.O=C1OCCO1.O=C1OCCO1

Structure (XYZ):
```
114
Properties=species:S:1:pos:R:3:forces:R:3:lowdin_charge:R:1
H -7.9575 -15.9647 11.0861 0.0809 0.0612 -0.7585 0.093
H -4.7575 -9.9968 1.0670 -0.0581 -0.4484 -0.9576 0.141
C -8.9214 0.9508 7.5813 -1.5383 -1.1002 4.7974 -0.566
H -8.1225 -1.6986 5.9422 -0.0025 0.4315 -0.0585 0.098
H -4.2116 -4.1445 -6.6219 -0.6090 0.2036 -0.3930 0.100
H -9.4649 -7.4187 10.6923 0.3792 -0.2771 0.2532 0.089
O -5.8492 -8.9023 2.1588 -1.0424 -3.5788 0.9656 0.112
H -13.4715 -8.7381 0.6791 0.1598 0.1924 -1.4365 0.095
C -9.3476 -0.3496 -0.5979 -4.2958 3.2270 0.4817 -0.530
H 0.7580 -5.0694 -3.2949 0.2068 0.5492 0.1918 0.099
O 0.2525 -10.5228 -2.4822 -1.0471 -3.5042 -0.4704 0.054
O 0.0249 -3.1370 -3.0890 0.5943 0.1623 0.0266 0.004
O -8.8942 -1.5668 -0.5338 -0.7659 -1.5160 -0.5597 0.104
C -11.6353 -7.5929 -2.6235 -0.1174 -0.1609 0.2348 0.005
H -10.5841 -7.3326 -2.7477 -0.0503 -0.3775 -0.0313 0.096
O -7.3511 -14.0284 10.4908 -0.3370 0.9740 -0.6682 0.002
O -9.5393 -16.3342 1.9248 0.0545 -0.3048 -0.5244 0.156
C -12.6722 -9.4659 0.8186 -0.4252 2.3318 2.8619 -0.082
C -7.3303 -15.7939 -0.5363 0.6378 1.4068 -2.1429 -0.141
O -9.2599 2.1501 7.1411 1.2018 0.0555 -0.2173 0.006
O -9.7902 -9.4764 11.0748 -0.4742 0.1183 0.9630 -0.016
H -1.7497 -6.5416 -10.6766 0.1005 0.0802 0.0081 0.100
H -7.8490 -1.3652 7.6708 0.1705 0.3264 -0.0899 0.098
O -2.3087 -5.6564 -8.0922 0.0128 0.2548 -0.3063 0.111
H -12.0291 -8.2349 -3.4114 0.4460 -0.1551 -0.0008 0.100
C -7.4822 -17.2661 -0.7520 -1.8505 0.6616 1.8455 -0.057
H -2.0735 0.2725 -2.8532 0.0205 0.2863 -0.1116 0.088
H -6.3743 -9.8801 0.2741 -0.5354 0.0702 0.8128 0.143
H -10.0003 -10.0912 14.8957 0.0188 0.3062 -0.4931 0.095
H -0.5246 1.0775 -2.5798 0.6579 -0.7662 -0.5600 0.089
H -12.2134 -6.6713 -2.6908 -0.0565 -0.1192 0.6430 0.092
H -6.6367 0.3357 0.4155 0.3456 -0.6460 0.2454 0.134
H -6.3160 -15.5131 11.5036 0.0313 0.0884 -0.0981 0.096
H -7.8348 -15.2114 -1.3072 -0.5112 -0.2464 -0.1480 0.133
C -5.2255 -8.0750 0.1694 -0.1807 0.1536 -1.9199 -0.140
O -6.6796 -7.0357 3.0923 0.8585 -2.3181 -3.3825 0.094
H -3.8962 -5.7833 -6.2371 -0.0247 -0.0494 0.2625 0.083
H -6.1506 -11.8736 7.1143 -0.1698 -0.0583 -0.0755 0.102
C -10.1198 -9.3926 12.3879 -1.6551 3.1328 -0.0360 -0.529
H -11.9171 -8.9298 1.3936 -0.2413 0.2268 0.5943 0.104
C -0.2165 -11.6385 -2.8589 3.8359 3.9363 2.4964 -0.623
H -10.1315 -11.7865 14.5203 0.0828 -0.0130 -0.2720 0.088
H -6.6848 -17.8375 -0.2769 -0.1924 -0.2115 -0.0838 0.129
C -11.3581 -9.4194 -1.1455 0.8185 -0.3140 -0.3379 -0.705
C -7.5503 -1.5779 -0.2549 2.0356 -0.3660 0.6394 -0.142
H -9.4393 -1.7270 7.1070 -0.1725 0.0429 -0.0673 0.101
C -9.0813 3.2002 8.1009 -0.0185 0.2420 0.1101 -0.037
C -1.7870 -10.6332 -4.3502 1.0842 1.1634 0.8690 0.002
C -4.5983 -5.1511 -6.7806 0.9863 -1.5678 0.2390 -0.039
O -10.4561 -9.9745 -1.6930 0.9391 0.3116 -1.4886 0.143
H -8.8744 4.0884 7.5039 -0.7372 0.1023 0.1317 0.095
O -1.0974 -11.7468 -3.7464 -3.5227 -1.3300 -3.0857 0.030
O -4.5569 -5.6035 -8.1445 -0.4219 0.7792 -0.3929 -0.010
H -8.2065 3.1063 8.7444 0.0037 -0.6676 -0.1195 0.095
O -10.2238 -10.6516 12.8339 0.0852 0.9718 0.9530 0.006
C -8.8028 -16.3676 0.9816 -2.4409 -2.8879 0.9902 -0.640
H -6.9669 -2.1686 -0.9612 -0.3595 -0.2335 -0.0596 0.136
C -6.2623 -7.7045 2.1157 -1.0844 5.4771 4.3082 -0.598
H -13.1927 -10.1128 1.5247 0.6917 -1.1353 -0.5584 0.098
H -9.3610 -8.5954 9.3541 -0.2349 0.2262 -0.0112 0.094
H -7.6440 -17.5269 -1.7978 -0.1923 -0.1747 0.3217 0.132
H -2.6127 -10.9316 -4.9962 0.2824 -0.5651 0.4147 0.097
C -3.3423 -5.6296 -8.7255 0.6130 -0.1529 3.8800 -0.668
C -10.5078 -10.8017 14.2432 0.3455 -0.6522 0.5565 -0.037
H 1.6882 -14.0843 -1.6918 -0.9646 -0.1571 0.1650 0.090
O -8.7868 0.1282 6.5692 0.3485 1.1449 -0.7839 0.023
C -6.6684 -12.8202 7.2690 -0.0995 -0.2655 -2.5088 -0.087
H 1.3479 -12.5632 -0.7738 0.0586 -0.0227 -0.1737 0.098
H -5.6270 -8.0685 -0.8439 -0.0718 0.1232 -0.0683 0.131
O -7.9712 -15.4600 0.6886 3.5175 2.5767 -0.9022 0.117
C 0.1167 -4.4837 -2.6362 -1.6012 -0.7588 0.4949 -0.043
C -9.9120 -8.3089 10.2498 0.7007 0.4927 0.0487 -0.045
C -6.8831 -14.1416 9.2295 2.4053 -3.3542 -1.5012 -0.498
O -10.5472 -0.1017 -0.6622 2.8993 -0.2309 -0.1963 0.124
C -2.2989 -5.6073 -10.7927 0.4068 -0.6507 -0.4967 -0.016
H -2.0956 -9.9585 -3.5517 -0.3924 -0.1665 0.0148 0.093
H -1.3250 0.1967 -1.3182 0.4768 -0.8582 0.1297 0.089
H -7.7302 -14.9575 12.3913 0.1329 1.3435 -0.2598 0.090
O -8.3586 0.6283 -0.4543 -1.9226 -2.2786 -0.8168 0.069
H -7.3657 -1.9755 0.7430 -0.1462 -0.0018 0.0682 0.139
H 0.3173 -4.5975 -1.5709 0.8433 0.4916 -0.0781 0.097
O -1.5795 -2.5571 -1.5554 1.4837 0.1745 -1.1662 0.095
H 2.2110 -12.6477 -2.3689 -0.0092 0.6408 0.2561 0.095
H -0.8715 -4.9431 -2.6578 -0.2425 0.0085 -0.4947 0.088
C -7.3296 -15.1279 11.3920 0.4043 -1.6657 -0.1902 -0.053
C -0.7629 -2.2883 -2.4331 -1.7494 0.0886 1.4091 -0.595
O -5.9465 -7.1776 0.9434 -1.1787 2.4731 -0.4643 0.077
O -6.3831 -15.1860 8.7142 -2.0578 3.2636 1.9407 0.060
C -5.6085 -9.3535 0.8436 2.9447 -1.3297 0.1353 -0.099
C -1.0953 0.1698 -2.3833 -1.6985 -0.8774 -0.0977 -0.010
O -10.4055 -8.3118 12.9739 1.1903 -3.8731 -1.4908 0.067
C -8.5228 -1.2068 6.8288 -0.0364 -1.9914 0.8271 -0.064
H -1.6256 -4.7749 -10.5883 -0.3364 0.0537 0.3982 0.102
H -1.0783 -10.0274 -4.9148 0.1183 -0.2766 -0.2128 0.098
H -11.5650 -10.8154 14.5083 -0.1199 0.3570 -0.5989 0.094
O 0.1702 -12.8683 -2.4881 0.0344 -0.2402 0.2961 -0.004
O -11.9495 -10.0334 -0.1896 -1.5306 -3.2537 1.0196 0.043
O -8.7405 -17.3941 0.0696 0.7258 -0.9136 -0.6279 0.037
O -3.4687 -5.6673 -9.9807 -0.6986 0.4020 -3.2116 0.044
H -4.2059 -7.7034 0.0663 0.3200 -0.6142 0.5640 0.140
C 1.3981 -13.0355 -1.7548 0.5115 0.5364 -0.5750 -0.031
H -6.3088 -15.4575 -0.7134 0.2458 0.0984 1.2741 0.133
H -2.6515 -5.5341 -11.8215 -0.0726 0.0050 0.1872 0.097
C -7.1814 -0.1355 -0.4027 2.5034 1.9364 0.5432 -0.162
H -10.9192 -7.9665 10.0118 -0.3194 -0.7931 0.1282 0.094
O -8.9330 0.6398 8.8209 0.7196 0.8164 -4.4108 0.050
H -6.5512 0.0275 -1.2770 -0.2823 0.0879 -0.3392 0.128
H -7.6568 -12.8295 6.8095 0.0721 0.3787 -0.4733 0.103
H -9.9647 3.1950 8.7393 0.0640 0.5920 -0.1213 0.100
O -11.8770 -8.2423 -1.3361 -0.5920 2.4627 -1.4919 0.011
O -0.5666 -1.0798 -2.9545 0.9937 1.4958 0.2480 -0.002
H -6.1137 -13.6287 6.7929 0.2318 -0.0999 0.3957 0.096
H -5.5946 -5.3998 -6.4151 0.0456 0.6361 -0.1648 0.096
O -6.8897 -12.9556 8.6006 -0.6918 -0.6619 4.1929 -0.005
```
Positions in Å, forces in eV/Å.



[2]
C30H55B4F16N10 | ωB97M-V with the def2-TZVPD basis set

Results
Gap between HOMO and LUMO (spin up / spin down), eV: 2.87 / 6.62
Highest occupied orbital energy (spin up / spin down), eV: -4.326 / -8.071
E_LUMO (spin up / spin down), hartree: -0.053 / -0.053
Charge: 0
Multiplicity: 2

Structure (XYZ):
```
115
Properties=species:S:1:pos:R:3:forces:R:3:lowdin_charge:R:1
H 10.9814 5.7633 10.6746 0.1728 0.0624 -0.0093 0.114
C 10.2674 1.0218 3.2413 2.1402 0.1124 0.7303 0.001
H 11.5069 10.1660 5.6089 0.3367 -0.2879 -0.1959 0.086
N 12.8479 4.8390 11.0468 2.4782 0.8510 1.5457 -0.053
C 16.8959 -1.8994 5.5804 0.4831 0.1630 0.4725 -0.017
H 13.8159 -3.7647 4.7544 -0.1042 0.1643 0.0123 0.075
H 4.0428 0.1642 3.3857 -0.3991 0.2776 -0.2904 0.084
H 9.9727 4.6200 12.9868 -0.2667 0.0378 -0.6561 0.081
H 17.7799 0.1181 5.2772 0.4193 -0.1612 -0.4081 0.136
H 14.7100 2.8139 9.3043 0.1022 -0.1988 0.1290 0.120
B 19.1991 2.9633 3.7868 0.9619 -1.0557 -2.0658 -1.548
F 13.7655 -1.7906 1.6908 0.6081 -2.8979 -1.7701 0.181
H 13.0088 8.1526 1.4547 0.1103 0.1139 0.0283 0.078
F 16.5761 10.3958 8.1109 1.0255 -0.1725 -0.0635 0.065
C 8.0936 1.2320 4.4360 -1.2963 -1.0030 0.1092 -0.007
B 13.6922 -0.6553 2.3773 1.2834 0.9691 -0.2640 -1.529
C 17.4891 -0.8535 4.9058 -1.2899 -2.3400 -1.4401 0.086
F 14.9166 0.0331 2.3510 0.8593 0.1225 0.3998 0.107
H 18.3849 0.3693 2.7240 -0.5713 0.2578 0.1041 0.088
H 5.9919 0.9438 4.8373 -0.1119 -0.4751 -0.0857 0.127
H 12.1539 6.8056 2.0934 -0.0271 -0.0780 0.4720 0.067
H 16.5848 5.4460 8.1142 -0.6186 -0.2671 -0.0276 0.104
C 17.9566 -0.5883 2.4278 2.3558 1.6744 -2.3240 -0.034
N 14.5794 3.4119 5.0625 0.2931 0.3525 1.6649 -0.075
N 11.7103 8.1642 4.5851 -1.7720 1.1818 2.2653 -0.117
H 10.4977 1.9449 3.7733 -0.0541 0.2888 -0.5265 0.101
H 11.3248 8.3423 1.8844 -0.0882 0.0259 0.0293 0.078
H 16.8787 3.3040 10.7728 0.1708 0.4078 0.0418 0.118
H 11.8047 6.2645 12.1597 -0.2308 -0.1577 0.1231 0.119
F 19.8289 3.9970 3.2284 2.5910 1.9719 -0.7060 0.187
F 18.4188 3.3653 4.7388 -2.2553 1.9050 6.4269 0.205
F 15.4455 1.1560 7.4234 0.4873 1.4340 -1.0595 0.116
N 8.9104 0.7393 3.4748 -4.2318 -2.9355 -1.8069 -0.090
H 8.7042 9.0321 7.5951 -0.2727 1.0414 0.1655 0.079
H 16.5199 -3.0114 2.5594 -0.0447 0.4505 -0.1347 0.164
N 6.8224 -0.1770 3.1392 3.0846 0.5802 2.3551 -0.017
C 11.0722 7.0250 4.9803 -0.6072 -0.5666 0.9980 -0.110
N 16.4738 -2.8865 4.7251 0.2568 1.6648 -2.8498 -0.022
H 4.7495 1.1673 2.0544 0.3073 0.0647 0.3761 0.091
B 15.6110 0.0795 8.2787 -0.2286 -1.4658 -1.6814 -1.503
H 10.4681 3.5115 11.5459 -0.9302 0.3621 -0.0102 0.070
C 14.4407 -4.1863 5.5418 -0.0567 0.0702 -1.3514 -0.062
H 12.8926 2.1911 4.4412 0.2698 0.3540 -0.1759 0.085
H 10.0343 8.5760 8.5596 0.3138 0.0694 0.2960 0.065
H 10.1576 10.2041 7.8970 -0.3956 -0.0899 -0.4652 0.092
C 12.2618 7.8848 2.2019 -0.4124 0.4889 -1.2137 -0.089
H 11.2869 6.1029 4.4607 -0.4442 -0.0684 0.1654 0.086
C 11.5296 5.4064 11.5465 0.6525 -0.7028 0.1025 -0.121
C 11.1860 9.1393 5.5130 0.5738 2.2145 -0.4565 -0.085
B 17.3154 9.1880 8.2724 -2.7043 -0.7854 -0.2714 -1.341
C 8.1297 -0.1666 2.7556 0.1142 0.8455 -0.4586 0.042
C 4.5091 0.1620 2.4005 -0.2614 0.3995 -0.4035 -0.083
C 5.6644 -0.7899 2.4418 0.3631 0.3373 -1.1376 -0.166
C 17.0347 4.8558 7.3159 2.0097 0.9031 0.5952 -0.161
H 12.9618 9.4242 3.6330 0.0793 -0.1077 -0.4807 0.128
C 13.9592 2.3273 4.2625 2.0310 -0.6399 0.2969 0.023
F 16.8156 8.2024 7.4177 -0.3882 -0.7690 -3.6816 0.055
H 16.4690 -4.6600 5.8587 0.3815 0.3805 0.0663 0.123
C 14.9090 5.4651 6.0273 -0.7014 -4.1443 -0.5389 0.064
H 18.3824 3.7255 8.8026 -0.0470 0.9744 -0.1687 0.076
F 15.0030 -1.0135 7.6648 -0.7919 -1.1027 -0.7113 0.098
C 12.9402 3.7724 10.2239 1.2910 0.3911 -2.0122 -0.041
H 5.2275 -1.7349 2.7646 1.0026 -0.1395 0.8972 0.133
H 10.8611 0.2902 3.7894 0.3003 -0.2823 -0.4542 0.114
H 11.4443 3.7069 12.8619 0.1738 0.2321 0.4276 0.075
H 8.4477 -0.7840 1.9284 0.4329 0.2932 0.0132 0.168
C 9.7754 9.2015 7.7053 0.4413 -2.0957 -1.0016 -0.017
H 14.2378 -5.2572 5.5275 -0.6028 0.0281 0.8016 0.077
H 14.3411 2.3347 3.2416 -0.8875 0.8037 -0.3807 0.106
H 18.8516 -1.1007 2.0750 0.0514 -0.4383 0.0025 0.105
H 9.5657 6.6575 6.6036 0.2710 -0.5463 -0.1730 0.092
C 6.8665 0.6019 4.3036 -0.6414 1.7934 -0.0842 -0.012
H 18.4474 3.1783 7.1431 -0.2189 -0.0149 -0.0783 0.078
F 18.6484 9.2163 8.1790 1.6404 0.9469 0.0974 0.182
C 15.7711 3.3234 5.7115 -0.8097 2.8459 -0.0501 0.010
H 17.7466 5.5934 6.9454 -0.0546 -0.1154 -0.5818 0.132
H 10.5412 1.0364 2.1864 -0.0107 0.0454 0.2483 0.116
N 17.4229 -1.2572 3.5156 -2.8924 -1.5539 3.2846 -0.080
H 6.0200 -0.9777 1.4287 0.1528 0.0347 0.0271 0.127
H 16.9820 2.9719 8.1606 0.2407 -0.7774 -0.0645 0.048
N 15.0527 4.2284 10.9190 -5.4165 2.0787 -1.2871 -0.066
F 18.2367 2.6231 2.8943 -1.8610 -2.6813 -3.5985 0.127
C 14.1678 5.1448 11.4416 -1.9352 -1.3959 0.2089 0.056
C 12.6934 8.3710 3.5500 0.2404 -0.7221 1.1246 -0.213
H 16.7434 -2.0515 6.6388 0.0455 0.3940 -0.0363 0.124
H 17.3290 -0.4594 1.5460 -0.5186 -0.0154 0.5581 0.111
C 13.9507 4.6510 5.3761 3.0480 -0.2110 -0.6167 -0.007
C 16.6886 -2.3894 3.4261 1.4604 -0.6741 2.8472 0.037
C 14.2782 3.5220 9.9960 -0.1253 -1.2051 0.8339 0.033
N 10.3640 8.5606 6.5110 1.5339 1.3037 -1.2046 -0.176
H 14.4980 1.4168 4.5247 -0.4495 -0.2633 0.7091 0.090
H 16.4468 2.4838 5.7809 -0.2520 0.1050 -0.2126 0.144
H 14.2366 -3.6334 6.4586 0.2482 -0.3813 0.0936 0.083
C 16.4541 4.2693 11.0485 1.4555 1.1411 0.9969 -0.003
F 14.9963 0.3617 9.4035 -2.1510 1.2145 3.6863 0.196
H 8.4219 1.9808 5.1417 -0.1090 -0.1602 -0.0270 0.142
F 20.0168 1.8885 4.1536 0.3074 -0.3890 0.1044 0.108
F 12.7919 0.1584 1.7854 -2.3395 1.9746 -1.0453 0.149
C 10.7252 4.2791 12.2758 1.9641 0.0207 -0.1670 -0.057
H 16.8547 5.1717 10.5867 0.1602 -0.4733 -1.1195 0.113
C 17.7979 3.6406 7.8864 -1.3177 -0.4790 -0.5623 -0.052
F 16.8366 8.5314 9.3902 0.1257 0.3114 4.0110 0.067
H 14.8147 6.4574 6.4431 0.4419 -0.0493 0.0123 0.118
H 13.0100 4.7202 4.8502 0.0023 0.9066 0.4674 0.088
C 15.8789 -4.1982 5.0672 0.4229 0.3662 0.6159 -0.181
N 16.0327 4.5473 6.2813 -2.4941 -0.0499 -0.4324 0.001
H 15.9981 -4.8973 4.2394 -0.0520 0.4617 -0.3528 0.121
H 12.1183 3.5225 9.5694 0.0219 -0.4207 0.2955 0.140
F 16.8772 -0.2914 8.5628 2.4872 0.0746 -0.1630 0.167
H 16.6548 4.5918 12.0702 0.1541 -0.9467 0.4234 0.108
H 3.8561 -0.2035 1.6079 -0.4667 -0.1982 0.4380 0.091
C 10.2916 7.2783 6.0995 -0.4016 -2.2137 -0.5123 -0.134
H 13.5561 7.7599 3.8154 0.5228 0.3029 0.1719 0.111
H 14.3585 5.9140 12.1754 0.3020 -0.1240 -0.0942 0.159
F 13.3012 -0.9482 3.6321 -0.6479 -0.1548 2.8336 0.158
```
Positions in Å, forces in eV/Å.



Q: charge of number 2 (C30H55B4F16N10)?
A: 0